# 1
Formula: C18H26OSi2
Source: the Open Molecules 2025 dataset
Level of theory: ωB97M-V/def2-TZVPD

Each line ends with the Mulliken charge.
Atoms and positions in Å:
1 C -0.546 2.792 -1.905  -1.2540
2 C 0.833 2.158 -1.666  -0.5784
3 C 0.707 0.962 -0.712  0.4083
4 C 2.004 0.505 0.005  0.6341
5 C 3.266 0.807 -0.848  -1.8706
6 Si 2.037 -1.364 0.309  0.2160
7 O 1.220 -1.796 1.698  -0.3977
8 Si -0.327 -1.236 1.967  0.6491
9 C -0.398 0.271 3.086  -1.2075
10 C -1.756 0.893 2.892  0.3637
11 C -2.890 0.259 3.410  -0.4124
12 C -4.163 0.784 3.212  -0.5979
13 C -4.341 1.957 2.487  -0.4588
14 C -3.217 2.599 1.978  -0.7586
15 C -1.944 2.074 2.175  -0.0145
16 C 1.495 -2.302 -1.219  0.3640
17 C 2.397 -2.339 -2.290  -0.2563
18 C 2.082 -3.012 -3.464  -0.6816
19 C 0.865 -3.659 -3.620  -0.4470
20 C -0.037 -3.643 -2.563  -0.6579
21 C 0.288 -2.979 -1.383  0.0026
22 H -0.471 3.759 -2.390  0.4188
23 H -1.127 2.128 -2.540  0.3237
24 H -1.073 2.873 -0.959  0.2230
25 H 1.215 1.814 -2.622  0.3179
26 H 1.502 2.918 -1.273  0.3110
27 H -0.003 1.268 0.053  -0.4706
28 H 0.271 0.138 -1.276  0.1583
29 H 2.140 1.027 0.951  0.2881
30 H 4.124 0.238 -0.494  0.4590
31 H 3.095 0.498 -1.874  0.3701
32 H 3.534 1.856 -0.814  0.4053
33 H 3.454 -1.731 0.534  -0.2579
34 H -1.090 -2.325 2.615  -0.3270
35 H -0.976 -0.964 0.667  -0.0989
36 H -0.358 -0.080 4.115  0.6122
37 H 0.400 0.987 2.919  0.4178
38 H -2.801 -0.658 3.974  0.3719
39 H -5.022 0.276 3.620  0.3822
40 H -5.325 2.362 2.321  0.3935
41 H -3.308 3.511 1.407  0.3757
42 H -1.089 2.592 1.764  0.4851
43 H 3.359 -1.856 -2.225  0.3835
44 H 2.793 -3.034 -4.278  0.3751
45 H 0.611 -4.181 -4.528  0.3864
46 H -0.993 -4.133 -2.633  0.3953
47 H -0.436 -3.011 -0.581  0.2557

## Properties
**Gap between HOMO and LUMO**: 9.84 eV
**LUMO energy**: 0.87 eV
**HOMO level**: -8.973 eV

=====

# 2
Formula: C18H27AgN5O7Ta
Source: the Open Molecules 2025 dataset
Level of theory: ωB97M-V/def2-TZVPD

Each line ends with the Mulliken charge.
Atoms and positions in Å:
1 N -0.066 2.014 0.627  -0.4706
2 C -0.351 2.792 1.519  0.9424
3 O -0.669 3.510 2.404  -0.3848
4 Ag 2.329 3.547 -0.435  0.8258
5 Ta 0.750 0.496 -0.285  0.3487
6 N 2.638 0.550 0.312  0.8627
7 N 0.786 0.941 -2.176  1.0298
8 C 3.069 0.370 1.719  1.3173
9 C 0.013 1.684 -3.182  0.7574
10 C 3.518 1.724 2.268  -1.4038
11 C 4.245 -0.615 1.804  -1.7274
12 C 1.929 -0.170 2.545  -1.9764
13 C 0.891 2.157 -4.349  -1.5851
14 C -1.059 0.743 -3.743  -1.4004
15 C -0.629 2.886 -2.527  -1.3300
16 H 4.317 2.165 1.657  0.3937
17 H 3.924 1.548 3.280  0.4503
18 H 2.681 2.434 2.338  0.2193
19 H 4.001 -1.564 1.313  0.3841
20 H 4.448 -0.811 2.870  0.4706
21 H 5.160 -0.196 1.366  0.4210
22 H 1.047 0.483 2.550  0.5174
23 H 2.276 -0.241 3.590  0.5839
24 H 1.648 -1.183 2.227  0.3362
25 H 1.727 2.774 -3.995  0.3637
26 H 0.263 2.770 -5.017  0.4504
27 H 1.281 1.321 -4.944  0.4203
28 H -0.601 -0.142 -4.202  0.3909
29 H -1.638 1.279 -4.514  0.4531
30 H -1.734 0.411 -2.942  0.3346
31 H -1.216 2.617 -1.639  0.3193
32 H -1.299 3.355 -3.269  0.4828
33 H 0.126 3.633 -2.239  0.1501
34 C 1.670 -0.111 -2.779  -1.3323
35 H 2.067 -0.763 -1.987  0.6194
36 H 1.131 -0.751 -3.497  0.4031
37 H 2.509 0.388 -3.286  0.3835
38 C 3.798 0.843 -0.584  -1.4526
39 H 4.353 -0.094 -0.780  0.3607
40 H 3.477 1.294 -1.533  0.4282
41 H 4.449 1.568 -0.072  0.5330
42 O -1.075 -0.155 2.363  -0.5228
43 C -1.379 -0.835 1.380  0.5711
44 O -0.663 -0.811 0.238  -1.0448
45 C -2.612 -1.719 1.433  0.3269
46 C -3.107 -2.480 0.367  -0.4366
47 C -4.238 -3.297 0.577  -0.3733
48 C -4.888 -3.369 1.808  -0.1150
49 C -4.385 -2.605 2.857  -0.4111
50 C -3.259 -1.777 2.671  -0.5581
51 N -5.035 -2.659 4.138  0.9903
52 O -6.042 -3.392 4.247  -0.5570
53 O -4.583 -1.983 5.077  -0.5714
54 N -4.762 -4.082 -0.512  1.0061
55 O -4.189 -4.026 -1.613  -0.5977
56 O -5.774 -4.784 -0.305  -0.5505
57 H -2.628 -2.480 -0.605  0.6145
58 H -5.763 -3.995 1.953  0.6448
59 H -2.876 -1.212 3.509  0.6942

## Properties
**Total charge**: +2
**Gap between HOMO and LUMO**: 5.80 eV
**LUMO energy**: -9.26 eV
**HOMO level**: -15.059 eV

=====

# 3
Formula: C18H27BrCeN
Source: the Open Molecules 2025 dataset
Level of theory: ωB97M-V/def2-TZVPD

Each line ends with the Mulliken spin population.
Atoms and positions in Å:
1 C -0.707 -0.082 -2.522  -0.0799
2 H -1.518 0.650 -2.870  0.0007
3 H 0.259 -0.002 -2.935  -0.0018
4 H -0.947 1.883 -0.479  -0.0576
5 C -1.171 -1.505 -2.311  0.0248
6 H -0.402 -2.165 -1.821  -0.0101
7 H -2.065 -1.573 -1.655  -0.0017
8 C -1.617 -2.311 -3.622  -0.0151
9 H -2.057 -3.292 -3.337  0.0000
10 H -2.412 -1.771 -4.123  0.0006
11 H -0.792 -2.489 -4.320  0.0007
12 C 1.575 0.120 1.285  0.2199
13 C 1.632 -1.157 0.636  0.0512
14 C 1.984 -0.926 -0.748  0.1761
15 C 2.137 0.491 -0.943  0.2143
16 C 1.870 1.146 0.320  0.0776
17 C 1.836 2.615 0.601  0.0140
18 C 2.509 1.175 -2.233  -0.0177
19 C 2.296 -2.030 -1.722  0.0007
20 C 1.660 -2.468 1.357  0.0136
21 C 1.389 0.290 2.755  -0.0083
22 Ce -0.553 0.103 -0.397  0.2829
23 H 2.282 2.248 -2.184  0.0031
24 H 3.577 1.090 -2.498  0.0175
25 H 1.961 0.758 -3.080  0.0127
26 H 1.782 3.204 -0.321  0.0008
27 H 0.952 2.852 1.211  0.0022
28 H 2.707 2.983 1.164  -0.0033
29 H 1.073 -0.654 3.213  0.0002
30 H 2.338 0.573 3.239  0.0299
31 H 0.640 1.062 3.010  0.0148
32 H 1.545 -3.330 0.694  0.0002
33 H 2.617 -2.581 1.889  -0.0004
34 H 0.864 -2.535 2.119  -0.0009
35 H 1.702 -1.996 -2.642  0.0084
36 H 3.360 -2.003 -2.020  0.0141
37 H 2.128 -3.006 -1.246  0.0003
38 Br -2.543 3.875 4.095  0.0002
39 C -2.832 2.347 3.001  0.0020
40 C -3.956 1.563 3.155  0.0000
41 C -4.128 0.432 2.404  0.0009
42 C -3.145 0.077 1.448  0.0027
43 N -2.055 0.890 1.292  0.0066
44 C -1.901 1.997 2.038  0.0055
45 H -4.729 1.873 3.915  0.0000
46 H -4.981 -0.228 2.510  0.0001
47 H -3.188 -0.812 0.840  -0.0007
48 H -0.975 2.617 1.836  -0.0016

## Properties
**Total charge**: +2
**Gap between HOMO and LUMO (spin up / spin down)**: 7.61 / 5.53 eV
**LUMO energy (spin up / spin down)**: -7.70 / -9.63 eV
**⟨S²⟩**: 0.8406
**Spin multiplicity**: 2
**HOMO level (spin up / spin down)**: -15.311 / -15.163 eV

=====

# 4
Formula: C18H27F2N4O4Si2
Source: the Open Molecules 2025 dataset
Level of theory: ωB97M-V/def2-TZVPD

Each line ends with the Mulliken charge.
Atoms and positions in Å:
1 N 6.452 -2.620 3.399  -0.6930
2 C 5.041 -2.225 3.612  -0.3224
3 C 4.200 -2.297 2.295  -1.2938
4 C 3.303 -1.065 2.225  0.9965
5 C 3.825 0.120 1.711  -1.0691
6 C 3.066 1.282 1.656  -0.7412
7 C 1.746 1.275 2.097  -0.0785
8 N 0.845 2.409 2.114  0.6505
9 C 0.948 3.185 3.316  0.6154
10 O 0.351 2.884 4.293  -0.4314
11 F 1.784 4.237 3.253  -0.2363
12 C 0.884 3.207 0.917  0.4931
13 O -0.124 3.521 0.383  -0.4176
14 F 2.051 3.653 0.393  -0.2380
15 C 1.258 0.088 2.597  0.8469
16 C 1.997 -1.090 2.692  -0.6281
17 C 1.192 -2.216 3.334  0.3692
18 O 1.533 -3.334 3.599  -0.5842
19 N -0.044 -1.609 3.570  -0.1095
20 C -0.124 -0.255 3.151  0.0169
21 O -1.124 0.390 3.226  -0.4873
22 H 7.021 -2.100 4.059  0.2423
23 H 6.702 -2.309 2.466  0.2474
24 H 4.570 -2.788 4.430  0.3631
25 H 5.032 -1.154 3.897  0.3224
26 H 4.894 -2.216 1.439  0.4452
27 H 3.654 -3.241 2.212  0.4306
28 H 4.857 0.094 1.361  0.4128
29 H 3.517 2.196 1.278  0.5297
30 H -0.516 -1.826 4.438  0.2906
31 C -3.857 -2.315 -4.890  -1.0365
32 Si -3.747 -0.726 -3.862  0.1288
33 C -5.187 -0.785 -2.635  -1.0676
34 C -4.047 0.708 -5.063  -1.0606
35 N -2.235 -0.661 -3.112  -0.2076
36 Si -1.749 0.606 -2.107  0.0807
37 C -2.825 0.793 -0.563  -0.9708
38 C -1.685 2.278 -2.990  -1.0135
39 C 0.013 0.258 -1.489  -0.3925
40 H -4.831 -2.381 -5.391  0.2685
41 H -3.079 -2.334 -5.656  0.2503
42 H -3.742 -3.194 -4.253  0.2505
43 H -6.120 -1.049 -3.150  0.3537
44 H -5.344 0.180 -2.151  0.3202
45 H -5.004 -1.538 -1.865  0.2493
46 H -3.194 0.831 -5.733  0.2455
47 H -4.218 1.648 -4.535  0.3141
48 H -4.937 0.513 -5.675  0.3522
49 H -3.810 1.198 -0.802  0.3221
50 H -2.356 1.481 0.152  0.3552
51 H -2.953 -0.170 -0.064  0.2300
52 H -1.139 2.195 -3.933  0.2486
53 H -1.171 3.022 -2.368  0.3276
54 H -2.684 2.666 -3.197  0.3037
55 H 0.709 0.183 -2.327  0.3230
56 H 0.045 -0.674 -0.918  0.1768
57 H 0.354 1.071 -0.835  -0.2942

## Properties
**Total charge**: -1
**Gap between HOMO and LUMO**: 4.47 eV
**LUMO energy**: 1.16 eV
**HOMO level**: -3.310 eV

=====

DFT total energy (computed, Ha): -1355.80704 -1705.81010 -3805.24382 -2000.95857
Strongest force on any atom (computed, eV/A): 0.951 4.033 2.790 2.790